# 1
A molecular structure, C44H36N3O4PtS3, computed with ωB97M-V/def2-TZVPD.

```
91
Properties=species:S:1:pos:R:3:mulliken_charge:R:1
Pt 0.335 -2.926 0.338 3.201
N -0.060 -6.941 1.807 -0.433
C 0.273 -5.792 1.175 0.610
S -1.006 -4.604 0.953 -0.465
N 1.476 -5.591 0.776 -1.118
N 1.656 -4.393 0.089 0.600
C 2.807 -4.283 -0.519 -0.509
C 3.092 -3.429 -1.600 0.490
C 4.431 -3.362 -2.068 -0.533
C 4.741 -2.765 -3.252 -0.927
C 3.685 -2.257 -4.046 -0.394
C 2.386 -2.317 -3.640 -0.526
C 2.015 -2.869 -2.373 0.830
O 0.791 -2.920 -2.028 -1.029
H -1.018 -7.145 2.021 0.192
H 0.603 -7.696 1.801 0.243
H 3.534 -5.038 -0.230 0.474
H 5.208 -3.826 -1.471 0.422
H 5.761 -2.726 -3.608 0.440
H 3.918 -1.815 -5.008 0.457
H 1.584 -1.943 -4.262 0.469
C 4.782 2.454 -4.687 -1.592
C 3.842 1.851 -3.682 1.089
C 4.309 1.383 -2.454 -1.042
C 3.449 0.822 -1.528 -0.451
C 2.101 0.731 -1.838 0.612
C 1.607 1.177 -3.056 -0.464
C 2.483 1.742 -3.969 -0.893
S 0.912 0.045 -0.729 0.640
O 1.587 -1.111 0.019 -1.393
C 0.864 1.346 0.495 0.871
C 1.959 1.534 1.367 -0.900
C 1.893 2.506 2.314 -1.296
C 0.735 3.317 2.448 0.643
C 0.650 4.315 3.447 -1.043
C -0.486 5.057 3.595 -0.676
C -1.596 4.830 2.754 -0.971
C -1.544 3.876 1.779 -0.728
C -0.371 3.101 1.593 1.019
C -0.287 2.082 0.598 0.287
C -1.481 1.754 -0.235 0.026
C -1.849 2.565 -1.348 0.585
C -1.100 3.709 -1.721 -0.652
C -1.471 4.455 -2.803 -0.980
C -2.604 4.095 -3.565 -0.658
C -3.336 2.991 -3.234 -0.942
C -2.976 2.195 -2.121 0.719
C -3.716 1.031 -1.777 -1.340
C -3.353 0.261 -0.716 -1.099
C -2.229 0.640 0.050 0.832
S -1.622 -0.417 1.345 1.371
O -1.408 -1.758 0.624 -0.935
C -3.087 -0.683 2.299 -0.009
C -3.459 0.328 3.173 -0.586
C -4.586 0.151 3.957 -0.909
C -5.328 -1.026 3.891 1.065
C -6.536 -1.230 4.761 -1.491
C -4.918 -2.027 3.012 -0.873
C -3.797 -1.869 2.214 -0.442
H 5.819 2.349 -4.373 0.371
H 4.575 3.517 -4.819 0.336
H 4.668 1.976 -5.661 0.368
H 5.366 1.448 -2.227 0.352
H 3.832 0.430 -0.596 0.288
H 0.553 1.078 -3.288 0.621
H 2.107 2.089 -4.923 0.441
H 2.825 0.891 1.288 0.471
H 2.723 2.666 2.992 0.458
H 1.502 4.476 4.096 0.473
H -0.542 5.819 4.361 0.423
H -2.494 5.421 2.883 0.462
H -2.400 3.710 1.137 0.605
H -0.228 3.985 -1.142 0.574
H -0.896 5.328 -3.080 0.468
H -2.887 4.697 -4.417 0.430
H -4.200 2.706 -3.821 0.465
H -4.574 0.762 -2.380 0.422
H -3.905 -0.632 -0.456 0.579
H -2.881 1.244 3.238 0.492
H -4.889 0.935 4.639 0.325
H -6.777 -0.330 5.323 0.355
H -6.364 -2.037 5.474 0.330
H -7.406 -1.502 4.163 0.356
H -5.484 -2.949 2.954 0.413
H -3.468 -2.652 1.545 0.430
C 2.263 -3.075 2.633 -1.309
C 0.916 -2.531 2.257 0.558
O 0.247 -1.821 2.924 -0.382
H 2.466 -2.775 3.659 0.376
H 3.008 -2.651 1.958 0.226
H 2.279 -4.158 2.532 0.329
```

Properties
**E_HOMO**: -9.51 eV
**LUMO**: -2.98 eV
**Total energy**: -3477.19590 Eh
**Net charge**: +1
**Energy relative to the best compared isomer or geometry (same formula, charge and spin)**: 0.0 kJ/mol
**Gap between HOMO and LUMO**: 6.5292 eV
**Multiplicity**: 1

=====

# 2
A molecular structure, C41H48AsBrN3O4PS4Tc in a non-equilibrium geometry, computed with ωB97M-V/def2-TZVPD.

```
104
Properties=species:S:1:pos:R:3:mulliken_charge:R:1
Tc 0.327 -0.091 0.801 0.277
C 2.774 3.729 -0.221 -1.480
C 1.405 3.655 -0.908 1.029
C 0.458 4.723 -0.362 -1.482
P 0.732 1.905 -0.882 1.414
C -0.680 1.991 -2.115 1.046
C -1.987 2.498 -1.495 -1.393
C -0.381 2.705 -3.429 -1.708
C 2.016 1.072 -1.885 -0.732
C 2.831 1.712 -2.818 0.244
C 3.756 1.039 -3.597 0.408
C 4.623 1.771 -4.589 -1.764
C 3.865 -0.340 -3.419 -1.199
C 3.078 -1.003 -2.507 -0.395
C 2.133 -0.323 -1.702 -0.634
N 1.353 -0.999 -0.804 1.245
C 1.182 -2.392 -1.059 -1.145
C 1.842 -3.347 -0.274 0.869
C 2.879 -2.934 0.731 -0.976
C 1.565 -4.695 -0.464 -0.456
C 0.674 -5.133 -1.433 0.531
C 0.341 -6.594 -1.584 -1.720
C 0.128 -4.182 -2.281 -1.073
C 0.376 -2.825 -2.121 1.269
C -0.233 -1.849 -3.086 -1.300
H 3.256 4.683 -0.454 0.534
H 3.431 2.925 -0.549 0.213
H 2.663 3.653 0.855 0.122
H 1.534 3.868 -1.970 0.639
H 0.253 4.569 0.692 0.143
H -0.486 4.740 -0.906 0.346
H 0.927 5.704 -0.473 0.493
H -0.833 0.936 -2.340 -0.420
H -2.012 3.587 -1.433 0.440
H -2.138 2.087 -0.497 -0.082
H -2.832 2.179 -2.111 0.395
H -0.277 3.783 -3.285 0.273
H -1.211 2.540 -4.120 0.485
H 0.523 2.318 -3.899 0.415
H 2.754 2.782 -2.965 0.067
H 4.224 2.764 -4.796 0.370
H 4.691 1.228 -5.534 0.382
H 5.640 1.893 -4.205 0.312
H 4.591 -0.900 -4.000 0.374
H 3.180 -2.073 -2.382 0.508
H 3.727 -2.461 0.230 0.366
H 3.245 -3.799 1.286 0.350
H 2.479 -2.200 1.427 -0.416
H 2.055 -5.421 0.178 0.326
H 0.253 -7.072 -0.607 0.384
H 1.124 -7.117 -2.140 0.308
H -0.598 -6.725 -2.121 0.389
H -0.541 -4.499 -3.077 0.330
H -1.008 -2.329 -3.684 0.539
H 0.525 -1.448 -3.763 0.343
H -0.676 -1.009 -2.557 -0.113
S 3.367 2.460 4.230 -0.270
As 4.174 0.387 4.910 0.214
S 2.612 0.489 1.595 -0.255
S 2.240 0.889 3.552 0.036
S 3.535 0.045 6.842 -0.467
O -2.891 0.280 2.229 -0.696
C -2.109 1.170 2.487 -0.608
N -0.835 1.329 1.969 2.028
C -0.330 2.534 2.410 -0.846
O 0.695 3.067 2.038 -0.518
C -1.277 3.132 3.395 0.118
C -1.189 4.265 4.174 -0.325
C -2.253 4.530 5.034 -0.678
C -3.362 3.694 5.078 -0.548
C -3.446 2.563 4.268 -0.503
C -2.378 2.298 3.439 0.178
H -0.322 4.910 4.121 0.536
H -2.213 5.395 5.684 0.409
H -4.171 3.925 5.760 0.405
H -4.310 1.912 4.289 0.542
Br -7.341 -0.180 -3.601 -0.241
C -5.751 -0.532 -2.604 0.032
C -5.496 0.205 -1.461 -0.672
C -4.332 -0.042 -0.749 0.109
C -3.454 -1.036 -1.166 -0.276
C -3.755 -1.796 -2.288 -0.545
C -4.900 -1.536 -3.028 -0.667
C -2.178 -1.292 -0.391 -0.795
O -1.938 -2.410 0.033 -0.558
O -1.446 -0.233 -0.285 1.787
H -6.191 0.966 -1.133 0.441
H -4.104 0.522 0.144 0.509
H -3.088 -2.594 -2.586 0.513
H -5.126 -2.108 -3.918 0.439
C -1.194 -1.973 3.800 -1.799
C 0.075 -2.317 2.997 1.381
C -0.101 -3.700 2.342 -1.356
C 1.272 -2.343 3.959 -1.417
N 0.233 -1.325 1.982 0.593
H -1.354 -2.735 4.562 0.548
H -2.051 -1.935 3.131 0.360
H -1.077 -1.000 4.280 0.274
H -0.556 -4.381 3.061 0.622
H 0.861 -4.099 2.023 0.307
H -0.745 -3.606 1.471 0.032
H 1.116 -3.147 4.679 0.427
H 1.349 -1.408 4.510 0.331
H 2.211 -2.521 3.435 0.174
```

Properties
**E_HOMO**: -4.75 eV
**LUMO**: 1.96 eV
**Total energy**: -8881.33817 Eh
**Net charge**: -1
**Energy relative to the best compared isomer or geometry (same formula, charge and spin)**: 0.0 kJ/mol
**Gap between HOMO and LUMO**: 6.7151 eV
**Multiplicity**: 1